Computed, not measured: C45H41Br3Li2N8O9 as an isolated structure, with ωB97M-V/def2-TZVPD.

- HOMO (eV) = -8.391
- Kohn-Sham gap (eV) = 8.21
- energy (Ha) = -10591.6043

Geometry (Å):
Li 0.98001 -0.95738 2.58713
Li -2.39297 -0.11826 0.70254
C 0.15584 0.01879 0.60517
O -0.40141 0.48330 -0.47217
O 1.43383 0.00781 0.90762
O -0.64350 -0.44204 1.57790
C 3.62534 2.51697 0.11060
Br 5.28226 2.13013 -0.77027
Br 2.74587 4.05447 -0.65046
Br 3.92489 2.85222 2.00263
H 2.91084 1.69886 0.00577
C 0.14308 3.21597 -3.97500
C -0.01371 2.07580 -3.18992
C -0.96748 1.14776 -3.56502
C -1.71748 1.34622 -4.69001
C -1.51673 2.43460 -5.51235
C -0.59106 3.38960 -5.13958
N -2.66700 0.33420 -5.09701
O -2.61254 -0.72282 -4.56067
O -3.47614 0.64640 -5.92327
H 0.90923 3.95690 -3.75378
H 0.56157 1.91263 -2.29289
H -1.12265 0.30014 -2.90280
H -2.11140 2.59466 -6.40076
H -0.44025 4.26715 -5.75265
C -0.53199 3.41084 0.71210
C 0.12289 3.22133 1.92685
C -0.41343 3.81604 3.05957
C -1.52412 4.65073 2.91867
C -2.19258 4.82012 1.73207
C -1.64491 4.23304 0.60226
N -2.08676 5.28223 4.12356
O -1.69012 4.92450 5.19387
O -2.91588 6.11286 3.97233
H -0.18887 2.81375 -0.12962
H 0.85617 2.42618 1.97685
H 0.03956 3.65802 4.02820
H -3.10450 5.39697 1.73376
H -2.10107 4.40661 -0.36649
C 4.36736 0.65534 -3.80055
C 5.10585 -0.51256 -4.00249
C 4.51005 -1.74548 -3.75958
C 3.22456 -1.75339 -3.22202
C 2.51704 -0.61543 -2.84824
C 3.13221 0.58868 -3.16280
N 2.61117 -3.05223 -2.92358
O 1.46052 -3.05306 -2.57772
O 3.27023 -4.03999 -3.06902
H 4.79889 1.65110 -3.78603
H 6.09720 -0.41650 -4.42719
H 5.05104 -2.65514 -3.96335
H 1.54572 -0.66978 -2.38143
H 2.61136 1.47792 -2.82505
N -3.97275 0.11698 -0.78988
C -4.83997 -0.44920 -1.59421
C -5.32950 0.11689 -2.75394
C -4.92543 1.39679 -3.06568
C -4.03354 2.01637 -2.20308
C -3.61131 1.36152 -1.07027
H -5.11464 -1.45172 -1.27579
H -6.05557 -0.43423 -3.33594
H -5.24651 1.92773 -3.95269
H -3.78200 3.06144 -2.36615
H -2.93466 1.84686 -0.37505
N 1.79978 -2.83547 2.73525
C 2.66056 -3.44315 3.53719
C 3.16414 -4.69885 3.29648
C 2.68140 -5.40143 2.22465
C 1.74152 -4.79828 1.43251
C 1.34490 -3.50582 1.71429
H 3.05118 -2.84217 4.35193
H 3.86053 -5.13858 3.99720
H 2.96629 -6.42752 2.03542
H 1.30744 -5.32138 0.59459
H 0.70349 -2.95981 1.03827
N -3.46274 0.77740 2.11535
C -4.67799 0.45437 2.44713
C -5.27391 0.85376 3.61575
C -4.58134 1.71288 4.45533
C -3.29316 2.05989 4.13249
C -2.80736 1.62137 2.90166
H -5.08636 -0.35760 1.85771
H -6.24076 0.43544 3.86178
H -5.01028 2.04656 5.39503
H -2.79619 2.81524 4.72811
H -1.75512 1.78769 2.67723
N -2.91304 -2.30350 0.59485
C -2.00634 -2.85955 -0.17255
C -1.68977 -4.20047 -0.14008
C -2.34273 -4.99594 0.77681
C -3.27205 -4.40988 1.59774
C -3.54634 -3.07782 1.42152
H -1.49688 -2.15862 -0.83077
H -0.88977 -4.55659 -0.77714
H -2.10071 -6.04938 0.87302
H -3.87718 -4.99516 2.27653
H -4.37085 -2.65560 1.98773
N 5.70869 -3.23784 1.78911
C 4.86009 -2.46327 1.11481
C 4.78132 -1.09596 1.31825
C 5.68827 -0.49588 2.15599
C 6.62447 -1.29160 2.80284
C 6.58545 -2.64910 2.57431
H 4.33377 -2.92593 0.28252
H 4.08724 -0.48406 0.74939
H 5.77972 0.58353 2.16529
H 7.40855 -0.87173 3.41926
H 7.27194 -3.32638 3.07227

***

Computed, not measured: C45H41BrCsN8O2P2S as an isolated structure, with ωB97M-V/def2-TZVPD.

- HOMO (eV) = -10.240
- charge = +1
- Kohn-Sham gap (eV) = 8.42
- energy (Ha) = -6002.9930

Geometry (Å):
Cs -1.14001 0.20951 -0.51837
N -5.97059 -0.54217 1.06643
C -4.84067 -0.25984 0.38640
N -4.01003 -1.11646 -0.08726
C -4.24017 -2.47407 0.14087
N -3.42349 -3.38823 -0.23404
N -2.23566 -2.95925 -0.78916
C -1.95079 -3.44659 -1.92233
C -0.65527 -3.18923 -2.61675
C -0.01484 -4.27377 -3.20455
C 1.20070 -4.07444 -3.83566
C 1.73148 -2.79525 -3.86459
C 1.01451 -1.77563 -3.25705
N -0.15360 -1.95146 -2.64390
C -5.46410 -2.86692 0.86640
C -5.78884 -4.19928 1.12605
C -6.92993 -4.51956 1.83320
C -7.77190 -3.50358 2.28832
C -7.47259 -2.18085 2.03680
C -6.31629 -1.86606 1.32637
H -6.53929 0.20278 1.43196
H -4.63459 0.79948 0.26006
H -2.65000 -4.13048 -2.41037
H -0.46520 -5.25669 -3.15951
H 1.72313 -4.90226 -4.29692
H 2.67303 -2.58454 -4.35324
H 1.40098 -0.76066 -3.25749
H -5.12592 -4.96900 0.75502
H -7.17589 -5.55426 2.02740
H -8.67043 -3.75041 2.83794
H -8.12669 -1.39015 2.38425
O 0.25541 2.42024 -0.18606
P 1.70910 2.55128 0.13712
C 2.22152 1.49932 1.54382
P 2.20830 -0.30344 1.30408
O 1.00807 -0.78703 0.54548
C 3.74910 -0.72622 0.48773
C 4.99724 -0.36809 0.99668
C 6.15099 -0.72104 0.31820
C 6.06123 -1.42758 -0.87625
C 4.82298 -1.78821 -1.38416
C 3.66381 -1.44463 -0.70063
C 2.29011 -0.95996 2.97675
C 1.21011 -0.68063 3.82004
C 1.17609 -1.20233 5.10133
C 2.21645 -2.00642 5.55070
C 3.28220 -2.29954 4.71465
C 3.31960 -1.78253 3.42643
C 2.19033 4.19807 0.69187
C 1.66753 4.66277 1.90149
C 1.97139 5.93527 2.35247
C 2.79628 6.75846 1.59640
C 3.30624 6.31195 0.38780
C 3.00322 5.03579 -0.06713
C 2.76629 2.14411 -1.25488
C 2.15413 1.84418 -2.46669
C 2.92749 1.50610 -3.57068
C 4.30859 1.47327 -3.46114
C 4.92574 1.78307 -2.25379
C 4.15708 2.12062 -1.15430
H 1.51428 1.72014 2.34825
H 3.21183 1.80107 1.89320
H 5.07262 0.17599 1.93232
H 7.11899 -0.44921 0.71824
H 6.96440 -1.70279 -1.40554
H 4.75682 -2.34393 -2.31070
H 2.68754 -1.72078 -1.07920
H 0.37610 -0.08086 3.46822
H 0.33638 -0.98446 5.74831
H 2.19212 -2.41042 6.55445
H 4.08526 -2.93562 5.06246
H 4.14749 -2.02900 2.77461
H 1.00518 4.03529 2.48650
H 1.56317 6.28826 3.29005
H 3.03601 7.75267 1.94989
H 3.94010 6.95832 -0.20448
H 3.40083 4.69718 -1.01515
H 1.07283 1.87737 -2.53110
H 2.45367 1.27455 -4.51621
H 4.91183 1.21240 -4.32116
H 6.00422 1.75936 -2.17243
H 4.64135 2.37117 -0.21849
N -3.86145 -1.37883 3.69464
C -2.75908 -1.03357 2.99278
N -2.10484 -2.05368 2.41646
S -2.29016 0.58010 2.86120
H -4.07632 -2.34108 3.89877
H -4.28569 -0.66586 4.26095
H -2.51877 -2.97124 2.36405
H -1.36663 -1.86697 1.75799
Br -4.18074 5.34847 -5.68318
C -3.59179 3.93511 -4.59221
C -2.34946 3.36552 -4.80553
C -1.96841 2.32929 -3.96768
N -2.72045 1.85487 -2.97719
C -3.91220 2.42025 -2.80153
C -4.40079 3.46128 -3.57513
H -1.69953 3.71360 -5.59486
H -1.00336 1.85292 -4.10810
H -4.52052 2.01987 -1.99761
H -5.37648 3.88572 -3.38944